# 1
Density functional theory data (the ωB97M-V functional and the def2-TZVPD basis) for a 7-piece molecular cluster, C3H22NO6 overall in a non-equilibrium geometry.

```
32
Properties=species:S:1:pos:R:3:forces:R:3
N 0.237283 -0.175581 -1.021845 0.2 0.0 -0.5
H 0.515063 0.428912 -1.798246 0.5 -0.3 0.1
H 0.302529 0.448412 -0.206837 -0.8 -0.1 0.4
H 0.871927 -0.959792 -0.815207 0.2 0.2 -0.6
H -0.670906 -0.592453 -1.315538 -0.2 0.4 0.8
O -0.327763 -2.921946 -0.039492 -0.2 0.1 0.0
H 0.010079 -3.334566 0.761551 -0.1 -0.1 0.0
H 0.159262 -3.343290 -0.755258 0.0 0.0 0.0
O -2.330590 -1.032672 -1.630139 -0.3 -0.1 0.0
H -2.978657 -0.645926 -2.227952 0.1 0.0 0.0
H -2.697135 -1.884914 -1.368593 0.1 0.0 0.1
O -0.008914 -0.836251 -4.159875 0.1 0.2 0.1
H -0.432802 -1.116634 -4.978144 0.0 -0.1 0.0
H 0.628728 -0.173757 -4.443547 0.0 -0.1 -0.1
O 2.351720 -2.104225 -0.664939 0.2 -0.1 0.2
H 2.949995 -2.759816 -1.040549 0.0 0.1 -0.1
H 2.548137 -2.106420 0.279144 0.1 0.0 0.0
O 1.363973 2.353428 -2.151409 -0.2 -0.2 -0.2
H 1.573931 2.081723 -3.051664 0.2 0.2 0.0
H 0.959003 3.221985 -2.256523 0.0 0.0 0.1
C -0.142512 2.207222 3.588126 -0.8 -0.7 0.3
C -0.080700 0.991410 2.676499 1.3 0.3 -0.1
C -1.411418 0.454665 2.269177 -1.5 0.4 -0.4
O 0.651312 1.344081 1.470969 -0.3 -0.3 -0.4
H 0.839261 2.443155 3.992637 0.1 0.3 -0.2
H -0.765878 1.942845 4.449194 0.1 0.1 0.0
H -0.642914 3.033361 3.086575 0.3 0.2 0.0
H 0.528716 0.235736 3.185370 -0.3 -0.2 0.0
H -1.459276 -0.292926 1.474331 0.6 -0.3 0.3
H -2.059624 1.240780 1.856489 0.3 0.2 0.2
H -1.964473 0.084564 3.133144 0.2 -0.2 0.0
H 1.482643 1.768888 1.702550 0.0 0.0 0.1
```
Positions in Å, forces in eV/Å.

Computed properties:
spin multiplicity	1
charge	+1
Kohn-Sham gap	10.68	eV
energy above the lowest of the compared OMol25 structures with the same formula, charge and spin	8.9	kcal/mol
lowest unoccupied orbital energy	-0.09834	hartree

=====

# 2
Density functional theory data (the ωB97M-V functional and the def2-TZVPD basis) for one molecule with the formula C4H7NO.

```
13
Properties=species:S:1:pos:R:3:forces:R:3
C 1.621011 0.427683 -0.273529 0.2 0.0 0.0
N 0.212336 0.298503 0.131061 -0.2 0.2 -0.1
C -0.564134 1.351047 0.023928 0.1 -0.1 0.0
C -0.230025 -0.941503 0.490119 0.0 -0.1 0.0
C -1.542072 -1.351603 0.103366 0.0 0.0 0.1
O -2.103009 -2.390283 0.419111 0.1 0.3 -0.1
H 1.961639 1.455435 -0.136726 -0.1 -0.1 0.0
H 1.710944 0.135808 -1.321927 0.0 0.0 0.1
H 2.222816 -0.243481 0.339362 -0.1 0.1 -0.1
H -1.558653 1.315169 0.445197 0.1 0.0 -0.1
H -0.200121 2.220188 -0.507524 0.0 -0.1 0.1
H 0.485898 -1.639898 0.903300 0.0 0.1 -0.1
H -2.016634 -0.637067 -0.615743 0.0 -0.1 0.1
```
Positions in Å, forces in eV/Å.

Computed properties:
spin multiplicity	1
Kohn-Sham gap (alpha / beta)	7.81 / 7.81	eV
energy above the lowest of the compared OMol25 structures with the same formula, charge and spin	67.1	kcal/mol
lowest unoccupied orbital energy (alpha / beta)	0.00293 / 0.00297	hartree

=====

# 3
Density functional theory data (the ωB97M-V functional and the def2-TZVPD basis) for C18H24BrN6O2Se3TeTi as an isolated structure in a non-equilibrium geometry.

```
56
Properties=species:S:1:pos:R:3:forces:R:3
Ti 0.296032 -0.614332 -0.459658 0.2 0.8 -0.7
C -2.689327 1.300831 1.839948 0.1 0.0 0.1
C -1.519045 0.374863 1.633735 0.1 -0.2 0.1
O -0.806891 0.603266 0.575213 0.0 -0.5 0.2
C -1.290401 -0.660220 2.509054 0.1 0.1 0.1
C -0.400871 -1.765430 2.290634 -0.1 0.0 -0.1
C -0.212997 -2.774265 3.386197 0.0 -0.1 0.0
N 0.182248 -1.924363 1.146327 0.2 -0.2 -0.1
N 0.965008 -3.070937 0.931305 -0.1 0.2 0.0
C 1.278860 -3.150955 -0.328590 0.1 -0.6 0.1
O 0.918346 -2.355743 -1.286684 -0.2 0.3 0.6
C 2.117052 -4.318508 -0.738737 0.0 0.0 0.0
C 2.728059 -5.142671 0.205015 0.0 0.0 -0.1
C 3.500382 -6.216544 -0.204625 0.0 0.0 0.0
C 3.670873 -6.478670 -1.559062 0.0 -0.1 0.0
C 3.068048 -5.657240 -2.501515 0.0 -0.1 0.0
C 2.298055 -4.577915 -2.096130 0.0 0.0 0.2
H -3.588653 0.748992 1.555440 0.0 0.0 0.0
H -2.594289 2.164114 1.183676 0.0 0.0 0.0
H -2.775906 1.620622 2.880805 0.0 0.0 0.0
H -1.903412 -0.709571 3.399207 0.0 0.0 0.0
H -0.778046 -2.485308 4.270277 0.0 0.0 0.0
H 0.846782 -2.853940 3.635375 0.0 0.0 0.0
H -0.534512 -3.761969 3.053143 0.0 0.0 0.0
H 2.586648 -4.917793 1.252938 0.0 0.0 0.0
H 3.974740 -6.852614 0.534203 0.0 0.0 0.0
H 4.270504 -7.324472 -1.876456 0.0 0.0 0.0
H 3.198267 -5.857304 -3.558629 0.0 0.0 0.0
H 1.826181 -3.916238 -2.809134 0.0 0.0 0.0
Se -4.210760 -1.574915 -0.190945 0.3 0.0 -0.1
Se -2.188621 -1.674130 -1.401526 -0.3 0.3 -0.2
Te -2.184603 0.615360 -2.600539 0.1 -0.1 -0.1
Se 0.340452 0.903776 -2.669695 -0.3 -0.2 0.2
Br 2.805863 -0.106448 0.253447 -0.1 0.0 -0.1
C 1.685926 2.620487 2.422290 0.0 0.0 0.0
N 2.261229 3.868358 2.973186 0.0 0.0 0.0
C 1.174830 4.839611 3.095425 0.0 0.0 0.1
N 0.497572 5.114295 1.825821 0.0 0.0 0.0
C -0.015306 3.825286 1.309252 0.0 0.0 0.0
N 1.040426 2.848837 1.140448 0.1 0.1 0.0
C 2.023539 3.375528 0.200811 -0.1 0.0 0.0
N 2.604578 4.648208 0.683387 0.0 0.0 0.0
C 3.215709 4.383043 1.986119 0.0 0.0 0.0
C 1.510842 5.595102 0.882085 0.0 0.1 0.0
H 0.946787 2.235297 3.130769 0.0 0.0 0.0
H 2.472267 1.877034 2.292468 0.0 0.0 0.0
H 1.581817 5.779368 3.486235 0.0 0.0 0.0
H 0.439380 4.452639 3.806240 0.0 0.0 0.0
H -0.502462 3.996641 0.346293 0.0 0.0 0.0
H -0.756281 3.440344 2.014005 0.0 0.0 0.0
H 1.538828 3.541393 -0.763795 0.0 0.0 0.0
H 2.814334 2.638862 0.069734 0.0 0.0 0.0
H 3.653421 5.311884 2.369847 0.0 0.0 0.0
H 4.008363 3.643438 1.854204 0.0 0.0 0.0
H 1.030275 5.783618 -0.081268 0.0 0.0 0.0
H 1.921296 6.537937 1.262239 0.0 0.0 0.0
```
Positions in Å, forces in eV/Å.

Computed properties:
spin multiplicity	2
charge	-2
Kohn-Sham gap (alpha / beta)	5.34 / 5.34	eV
energy above the lowest of the compared OMol25 structures with the same formula, charge and spin	15.7	kcal/mol
lowest unoccupied orbital energy (alpha / beta)	0.16072 / 0.16044	hartree
expectation value of S²	0.757

=====

# 4
Density functional theory data (the ωB97M-V functional and the def2-TZVPD basis) for an isolated ion of composition C41H37F6N4O2 and charge +1 in a non-equilibrium geometry.

```
90
Properties=species:S:1:pos:R:3:forces:R:3
C -0.217395 -3.453830 4.368157 -0.2 0.3 -0.3
O 0.113930 -2.216853 3.710229 -0.4 0.0 -0.3
C -0.858412 -1.274664 3.558760 0.2 -0.7 0.5
C -2.203491 -1.512251 3.880292 0.3 0.0 -0.1
C -3.041578 -0.422752 4.089801 0.3 0.1 -0.3
C -2.546952 0.875613 4.039771 0.4 -0.1 -0.1
C -1.194886 1.079899 3.700565 -0.4 0.5 -0.3
O -0.597851 2.289450 3.866127 -0.5 0.2 -0.3
C -1.435765 3.432672 4.194691 0.1 -0.4 -0.2
C -0.380136 0.009487 3.245451 0.2 0.4 1.2
N 1.071707 0.220028 3.169598 0.1 -0.2 0.4
C 1.736635 0.857934 4.224332 -0.5 -0.1 -0.3
C 3.052930 0.741372 4.024572 -0.3 -0.3 -0.3
N 3.217443 0.000297 2.861902 -0.6 0.3 0.6
C 4.524996 -0.391217 2.384005 0.9 -0.2 -0.3
C 2.013993 -0.321850 2.349192 0.7 1.1 1.6
C 1.858208 -1.088463 1.133827 -0.2 -1.2 -1.6
C 2.384864 -0.336096 -0.138768 -0.2 0.0 0.5
C 1.548392 0.605229 -0.747860 0.1 -0.4 -0.4
C 1.801545 1.058849 -2.042836 0.1 0.4 0.4
C 2.994430 0.742222 -2.711068 -0.1 -0.8 0.9
N 3.257044 1.237907 -3.973675 1.1 -0.2 -0.4
C 4.625550 1.313528 -4.498836 -0.4 -0.2 0.1
C 5.294568 2.551415 -3.971508 -0.1 1.6 0.8
F 6.572980 2.734503 -4.400358 -1.2 -0.3 0.3
F 5.298825 2.550981 -2.599753 0.3 0.1 -1.0
F 4.562297 3.659312 -4.341763 0.9 -0.9 0.3
C 2.255565 1.539864 -4.925028 -0.7 0.6 -1.2
C 2.188721 0.771688 -6.108876 -0.2 0.2 0.6
C 1.348181 1.150112 -7.152488 -0.1 0.2 0.1
C 0.594656 2.327625 -7.047996 0.1 -0.1 0.2
C 0.664120 3.097755 -5.879326 -0.1 -0.2 -0.1
C 1.476724 2.703597 -4.815322 0.2 -0.4 -0.2
C 3.886087 -0.129490 -2.044236 -0.2 0.2 0.3
C 3.584412 -0.644621 -0.775857 0.3 -0.1 -0.5
C 2.388863 -2.563079 1.261454 -0.4 0.7 -0.6
C 2.578697 -3.174644 2.488330 0.1 -0.3 0.3
C 2.865736 -4.534785 2.600595 0.2 0.4 -0.5
C 3.105672 -5.305871 1.441326 -0.5 0.7 0.1
N 3.515339 -6.615865 1.527630 -0.1 -0.3 0.9
C 3.963814 -7.154163 2.810775 -0.3 0.1 -0.4
C 5.409595 -6.796313 2.988435 1.6 0.4 -0.6
F 5.928024 -7.133977 4.198671 -0.5 0.2 -1.0
F 6.152868 -7.418082 2.008161 -0.5 0.6 1.2
F 5.601210 -5.446673 2.808902 0.1 -1.1 0.4
C 3.376740 -7.568268 0.488375 0.2 -1.4 -0.7
C 4.287471 -7.622516 -0.583774 -0.3 0.1 0.4
C 4.282859 -8.713240 -1.450769 -0.3 -0.1 -0.1
C 3.336096 -9.735144 -1.296675 0.0 0.2 0.2
C 2.415867 -9.681286 -0.240882 0.1 0.0 -0.1
C 2.455914 -8.623474 0.663006 0.2 0.7 -0.2
C 2.917740 -4.685732 0.193821 0.0 0.4 -0.1
C 2.548377 -3.343135 0.107270 0.0 -0.3 0.3
H 0.740151 -3.958175 4.496451 -0.2 0.0 0.0
H -0.689979 -3.261483 5.341703 0.1 0.0 -0.3
H -0.887137 -4.046815 3.731485 0.2 0.0 0.2
H -2.553175 -2.534179 4.033217 0.1 0.4 0.0
H -4.080148 -0.584540 4.345566 0.0 0.0 0.0
H -3.183290 1.718308 4.310771 0.3 -0.4 -0.1
H -0.750749 4.280940 4.222679 -0.2 -0.2 0.0
H -2.198670 3.578310 3.417526 0.3 0.0 0.2
H -1.930640 3.317729 5.171305 0.3 -0.1 -0.3
H 1.190019 1.359276 4.994710 0.0 0.0 0.1
H 3.854635 1.110637 4.630981 0.3 0.0 -0.1
H 4.450830 -1.228065 1.688161 -0.1 0.2 0.2
H 5.025655 0.453946 1.884448 -0.2 -0.3 0.2
H 5.134478 -0.727605 3.239320 -0.3 0.2 -0.3
H 0.769938 -1.159378 0.993689 0.2 -0.1 -0.1
H 0.667660 0.947950 -0.202672 0.0 -0.2 -0.3
H 1.101297 1.719850 -2.541044 0.0 -0.1 0.3
H 4.560931 1.451962 -5.581326 0.2 -0.3 0.2
H 5.230421 0.440873 -4.234565 0.0 0.2 -0.3
H 2.808902 -0.123520 -6.185534 -0.2 0.2 0.0
H 1.294425 0.534528 -8.055945 0.0 0.3 0.3
H -0.049103 2.639558 -7.876292 0.3 -0.1 0.3
H 0.091123 4.024041 -5.798044 0.2 -0.3 -0.1
H 1.554914 3.300722 -3.905173 0.0 0.0 -0.4
H 4.809089 -0.436227 -2.526340 -0.1 0.1 0.2
H 4.299649 -1.349589 -0.325744 -0.5 0.3 -0.4
H 2.506535 -2.591642 3.404026 -0.1 -0.1 -0.1
H 2.946474 -4.966893 3.594080 0.1 0.2 -0.3
H 3.399119 -6.764100 3.658111 0.0 -0.3 -0.1
H 3.899132 -8.240972 2.771913 -0.1 0.1 0.2
H 5.005648 -6.806337 -0.699233 -0.1 -0.4 0.1
H 5.023455 -8.768573 -2.252226 -0.3 0.0 0.2
H 3.319932 -10.576013 -1.992471 0.0 0.3 0.2
H 1.671766 -10.472163 -0.106995 0.3 0.3 -0.1
H 1.769432 -8.575963 1.513730 0.2 -0.1 -0.3
H 3.105045 -5.242856 -0.723050 -0.2 0.1 0.3
H 2.416408 -2.893688 -0.876563 0.0 -0.2 0.3
```
Positions in Å, forces in eV/Å.

Computed properties:
spin multiplicity	1
charge	+1
Kohn-Sham gap	8.08	eV
lowest unoccupied orbital energy	-0.07255	hartree
SMILES	COc1cccc(OC)c1-n1cc[n+](C)c1C(c1ccc(N(CC(F)(F)F)c2ccccc2)cc1)c1ccc(N(CC(F)(F)F)c2ccccc2)cc1

=====

# 5
Density functional theory data (the ωB97M-V functional and the def2-TZVPD basis) for one molecule with the formula C15H21NO3S2.

```
42
Properties=species:S:1:pos:R:3:forces:R:3
C -1.873855 3.782305 -1.115569 0.2 0.0 0.0
C -0.371915 3.510159 -1.047335 -0.8 0.1 -0.5
N -0.127961 2.080265 -0.895387 0.1 0.2 0.3
C -0.492943 1.147002 -1.807791 0.4 -0.5 0.2
O -1.149062 1.389416 -2.798538 -0.2 0.1 -0.4
C -0.034055 -0.251810 -1.433414 -0.3 0.0 0.0
C -0.899434 -0.796852 -0.293600 0.1 -0.2 0.0
C -0.466693 -2.201760 0.096381 -0.3 -0.3 0.4
S -1.534204 -2.784182 1.464086 0.1 0.2 -0.2
C -1.064732 -4.473902 1.690717 0.0 0.3 -0.1
C -1.844505 -5.212232 2.578020 0.0 0.1 -0.1
C -1.549361 -6.537471 2.823738 0.0 0.0 0.0
C -0.476455 -7.142683 2.187221 0.1 -0.1 0.0
C 0.298248 -6.407368 1.308677 0.0 -0.1 0.0
C 0.013311 -5.075602 1.057691 0.0 0.0 0.0
C 0.355769 4.033817 -2.306959 -0.3 -0.1 -0.1
C 1.846169 3.839743 -2.102198 0.0 0.1 0.6
S 2.058688 3.934881 -0.284872 0.2 0.4 0.1
O 2.438438 2.638692 0.223634 -0.1 -0.4 0.0
O 2.874981 5.052472 0.090379 -0.1 0.4 -0.1
C 0.299384 4.205146 0.124386 0.7 -0.3 -0.5
H -2.359463 3.417117 -0.214427 -0.1 0.0 0.1
H -2.294352 3.264447 -1.972689 0.0 0.0 0.0
H -2.062292 4.847525 -1.213095 0.0 0.2 0.0
H 0.588606 1.831176 -0.225869 -0.1 -0.2 -0.1
H -0.135628 -0.890622 -2.311723 0.1 0.1 0.0
H 1.013726 -0.227976 -1.127162 0.1 0.0 0.0
H -0.822083 -0.142837 0.577487 -0.1 0.0 0.0
H -1.944954 -0.814351 -0.607726 0.0 0.1 0.0
H 0.567708 -2.203883 0.443003 0.0 0.0 -0.1
H -0.585544 -2.891353 -0.739812 0.1 0.0 0.0
H -2.678750 -4.731640 3.066309 -0.1 0.0 0.1
H -2.160104 -7.101735 3.512721 -0.1 0.0 0.1
H -0.246261 -8.180134 2.376620 0.0 -0.1 0.0
H 1.138346 -6.868556 0.810133 0.1 -0.1 0.0
H 0.638543 -4.524122 0.373750 0.0 0.1 -0.1
H 0.119793 5.090581 -2.435539 0.0 0.0 0.0
H -0.008491 3.488764 -3.178245 0.0 0.1 0.0
H 2.191984 2.858143 -2.411461 0.1 -0.1 0.1
H 2.455276 4.614578 -2.553407 0.1 0.1 0.0
H 0.106471 5.272361 0.145626 0.0 0.1 -0.1
H 0.079846 3.752261 1.085426 0.1 -0.1 0.1
```
Positions in Å, forces in eV/Å.

Computed properties:
spin multiplicity	1
Kohn-Sham gap	8.73	eV
energy above the lowest of the compared OMol25 structures with the same formula, charge and spin	1.1	kcal/mol
lowest unoccupied orbital energy	0.02080	hartree
SMILES	C[C@@]1(NC(=O)CCCSc2ccccc2)CCS(=O)(=O)C1

=====

# 6
Density functional theory data (the ωB97M-V functional and the def2-TZVPD basis) for one molecule with the formula C2HFN2O2 in a non-equilibrium geometry.

```
8
Properties=species:S:1:pos:R:3:forces:R:3
O 1.019162 -1.188884 1.564796 0.2 -1.1 1.0
C 0.855714 -0.374692 0.737172 0.8 0.5 0.3
C 1.164618 0.885465 0.048852 1.1 0.8 -0.3
O 1.739641 1.872037 -0.276026 -0.9 -0.8 0.2
N 0.036928 0.038760 -0.236109 -2.1 0.8 -0.9
N -1.187577 -0.369272 -0.801240 -0.4 1.8 -2.7
F -1.714531 -1.293697 0.038130 -0.7 0.0 0.8
H -1.913954 0.430283 -1.075574 2.0 -1.9 1.7
```
Positions in Å, forces in eV/Å.

Computed properties:
spin multiplicity	1
Kohn-Sham gap	10.23	eV
energy above the lowest of the compared OMol25 structures with the same formula, charge and spin	122.9	kcal/mol
lowest unoccupied orbital energy	0.00611	hartree
SMILES	O=c1c(=O)n1NF